No. 1
44
Properties=species:S:1:pos:R:3:lowdin_charge:R:1 method="wB97M-V/def2-TZVPD" orbital_gap_ev=9.639 max_force_ha_per_bohr=0.080 lumo_ha=-0.0238 total_charge=0
O 4.175 -1.258 4.727 0.10
C 4.296 -2.467 4.581 -0.44
O 3.379 -3.308 5.202 0.02
C 3.729 -4.669 5.006 -0.19
C 4.536 -4.614 3.757 -0.17
C 5.287 -3.268 3.783 -0.07
H 2.850 -5.309 4.921 0.13
H 4.303 -5.136 5.806 0.12
H 3.889 -4.673 2.882 0.12
H 5.274 -5.410 3.659 0.12
H 5.389 -2.819 2.795 0.13
H 6.243 -3.131 4.289 0.13
O 0.675 -3.326 -3.363 0.06
C 0.177 -2.383 -2.707 -0.45
O -0.484 -1.395 -3.314 0.02
C -0.872 -0.290 -2.505 -0.14
C -0.551 -0.753 -1.044 -0.12
C 0.253 -2.098 -1.215 -0.05
H -1.941 -0.089 -2.582 0.12
H -0.331 0.582 -2.874 0.12
H -1.391 -0.756 -0.350 0.10
H 0.056 0.054 -0.632 0.10
H -0.259 -2.946 -0.760 0.12
H 1.282 -2.079 -0.858 0.12
C 1.504 6.579 -7.620 -1.45
Br 0.186 7.510 -8.722 0.55
Br 1.453 7.384 -5.787 0.48
Br 3.437 6.746 -8.333 0.45
H 1.312 5.529 -7.403 -0.03
C 0.812 5.392 4.521 -1.62
Br -0.767 4.241 4.724 0.54
Br 1.670 5.599 6.265 0.53
Br 0.663 7.067 3.617 0.59
H 1.540 4.746 4.030 -0.04
C -5.974 -4.696 2.564 -1.52
Br -7.021 -3.900 4.082 0.49
Br -7.285 -5.220 1.202 0.54
Br -4.730 -6.086 3.222 0.53
H -5.309 -3.933 2.158 -0.03
C -6.366 4.840 -5.505 -1.53
Br -6.721 6.416 -6.649 0.52
Br -5.110 5.231 -3.942 0.48
Br -5.930 3.337 -6.627 0.57
H -7.330 4.757 -5.002 -0.04

No. 2
23
Properties=species:S:1:pos:R:3:lowdin_charge:R:1 method="wB97M-V/def2-TZVPD" orbital_gap_ev="6.842 / 10.090" max_force_ha_per_bohr=0.131 lumo_ha="-0.1314 / -0.1462" s2=2.01 total_charge=+1 multiplicity=3
O 0.031 4.965 -2.663 0.06
C 0.279 4.279 -1.813 -0.01
Pd -0.663 0.738 1.132 0.54
O 1.711 2.679 0.618 0.15
C 0.845 1.951 0.835 -0.18
C 0.109 -0.219 2.702 -0.11
O 0.564 -0.800 3.575 0.19
C -2.404 -0.172 1.126 -0.16
O -3.428 -0.688 1.086 0.19
C -1.533 2.217 2.265 -0.12
O -2.034 3.060 2.818 0.21
H -1.378 1.640 -0.131 0.05
C 1.171 -2.599 -1.756 -0.02
C 1.291 -1.256 -2.078 -0.02
C 0.752 -0.301 -1.228 -0.12
N 0.156 -0.745 -0.139 -0.10
C -0.018 -1.998 0.235 -0.13
C 0.511 -2.976 -0.597 -0.02
H 1.588 -3.353 -2.409 0.12
H 1.792 -0.924 -2.968 0.12
H 0.816 0.772 -1.454 0.11
H -0.550 -2.264 1.158 0.12
H 0.391 -4.007 -0.314 0.12

Calculated values (kJ/mol) of ΔE to the lowest compared entry with this formula, charge and spin for the records, taken in order: 0.0, 22.3.
Calculated values (Ha) of E_tot for the records, taken in order: -31655.87752, -943.11105.